# 1
{"formula": "C4H10N2O", "method": "ωB97M-V with the def2-TZVPD basis set", "max_force_ev_per_a": 5.118, "lumo_ev": -4.3, "de_lowest_ev": 10.527, "multiplicity": 1, "species": ["C", "N", "C", "C", "C", "N", "O", "H", "H", "H", "H", "H", "H", "H", "H", "H", "H"], "coordinates": [[2.4212, 1.0142, 1.3487], [2.2033, -0.2546, 1.6211], [-0.0873, -0.0220, -0.0043], [-1.4120, -0.2219, -0.7638], [-2.2023, 0.6237, -1.3923], [-2.4556, -2.4149, -1.2656], [1.8838, 1.8143, 0.5493], [3.2769, 1.4218, 1.7708], [2.5686, -0.4358, 2.5053], [-0.1992, 0.9981, 0.4331], [0.8029, -0.0269, -0.6592], [0.0437, -0.7528, 0.8103], [-1.7337, -1.3547, -0.9564], [-3.1969, 0.2688, -1.7633], [-1.9665, 1.6720, -1.6808], [-2.8933, -2.9209, -1.9484], [-2.3242, -3.0618, -0.5244]], "atomic_forces_ev_per_a": [[-1.512, -1.433, -1.253], [-1.405, 1.610, -1.644], [-0.228, -1.152, 0.517], [1.206, 4.954, -0.443], [-1.021, -0.699, -0.477], [1.078, 2.136, 4.113], [-0.672, -0.563, -0.211], [2.165, 1.145, 1.514], [1.240, -0.777, 1.650], [0.043, -0.260, -0.063], [-0.539, -0.368, 0.016], [-0.047, 0.594, -0.627], [-1.571, -4.464, -1.590], [1.040, 0.238, 0.252], [0.135, -0.752, 0.740], [-0.648, -0.194, -3.646], [0.736, -0.013, 1.151]], "lowdin_charge": [-0.5072, 0.0690, -0.0499, -0.1323, 0.0385, 0.0469, -0.0327, 0.0964, -0.0021, 0.1095, 0.1003, 0.0757, 0.0183, 0.0934, 0.1050, -0.0254, -0.0033]}

---

# 2
{"formula": "C4H10N2O", "method": "ωB97M-V with the def2-TZVPD basis set", "max_force_ev_per_a": 3.778, "lumo_ev": 0.9, "de_lowest_ev": 7.111, "multiplicity": 1, "species": ["C", "C", "N", "C", "N", "C", "O", "H", "H", "H", "H", "H", "H", "H", "H", "H", "H"], "coordinates": [[-1.9124, 0.2351, 0.8372], [1.0870, 1.4313, 0.4160], [-0.4861, -0.2747, -0.3749], [0.8718, 0.0514, -0.1290], [-0.8380, -1.4613, -1.0444], [1.8651, -0.8140, -0.3535], [-1.3521, 0.8093, -0.7489], [-0.3094, -2.2368, -0.6554], [-0.6015, -1.3468, -2.0307], [-2.5428, -0.6138, 0.5957], [-1.2945, 0.0668, 1.7222], [-2.4853, 1.1474, 0.9772], [0.5177, 1.5903, 1.3342], [0.7407, 2.1691, -0.3084], [2.1432, 1.5910, 0.6303], [2.8770, -0.5517, -0.0833], [1.7195, -1.7927, -0.7843]], "atomic_forces_ev_per_a": [[-1.639, 2.279, -1.322], [-0.047, -0.011, -0.011], [2.079, -1.033, -0.447], [-0.589, -0.005, -0.857], [0.022, 0.562, -0.388], [0.108, -0.048, 0.100], [-0.184, -1.802, 3.315], [-0.059, 0.238, 0.023], [0.128, -0.236, -0.039], [0.220, 0.059, -0.116], [0.511, 0.080, -0.622], [-0.484, -0.087, 0.359], [0.003, 0.002, -0.028], [0.050, -0.003, 0.061], [-0.068, -0.037, -0.035], [-0.012, 0.033, 0.056], [-0.039, 0.008, -0.049]], "lowdin_charge": [0.0553, -0.0398, -0.3602, -0.3537, 0.0814, 0.0344, -0.1251, 0.0819, 0.0947, 0.0717, 0.0763, 0.0614, 0.0754, 0.0835, 0.0789, 0.0497, 0.0340]}

---

# 3
{"formula": "C4H10N2O", "method": "ωB97M-V with the def2-TZVPD basis set", "max_force_ev_per_a": 1.462, "lumo_ev": 0.9, "de_lowest_ev": 1.259, "multiplicity": 1, "smiles": "NCCCC(N)=O", "species": ["N", "C", "C", "C", "C", "N", "O", "H", "H", "H", "H", "H", "H", "H", "H", "H", "H"], "coordinates": [[2.3387, 0.0374, 0.0828], [1.4287, -0.4360, -0.9225], [0.3632, 0.5972, -1.3321], [-0.5682, 1.0367, -0.1582], [-1.0410, -0.1060, 0.6946], [-2.4179, -0.3970, 0.5991], [-0.3121, -0.7953, 1.3645], [2.1305, -0.2759, 1.0103], [2.7449, 0.9423, -0.0488], [0.9693, -1.3647, -0.6153], [1.9539, -0.6610, -1.8647], [-0.2581, 0.1800, -2.1129], [0.9222, 1.4730, -1.6574], [-1.3937, 1.5845, -0.6200], [0.0272, 1.7623, 0.3978], [-2.7197, -1.2921, 0.2693], [-3.0212, 0.4012, 0.5415]], "atomic_forces_ev_per_a": [[0.266, -0.941, -0.310], [-0.017, 0.681, -0.989], [-0.123, -0.727, 1.262], [0.723, 0.998, -0.535], [-0.832, -0.452, -0.112], [0.785, 0.663, 0.252], [0.247, -0.132, -0.150], [-0.084, 0.446, 0.231], [-0.070, 0.167, 0.230], [-0.016, -0.153, 0.271], [0.157, -0.083, 0.229], [0.005, 0.046, -0.519], [-0.340, 0.156, -0.352], [-0.087, -0.084, 0.283], [-0.164, -0.193, 0.453], [-0.161, -0.206, 0.388], [-0.290, -0.186, -0.632]], "lowdin_charge": [0.0087, -0.3106, -0.1781, -0.1286, -0.5125, 0.1295, 0.0724, 0.0593, 0.0649, 0.0998, 0.1034, 0.1014, 0.1048, 0.1030, 0.1113, 0.0909, 0.0802]}

---

# 4
{"formula": "C4H10N2O", "method": "ωB97M-V with the def2-TZVPD basis set", "max_force_ev_per_a": 0.549, "lumo_ev": 1.0, "de_lowest_ev": 1.538, "multiplicity": 1, "smiles": "[H]/N=C/C(C)=C\\N.O", "species": ["H", "N", "C", "C", "C", "C", "N", "H", "H", "H", "H", "H", "H", "H", "O", "H", "H"], "coordinates": [[1.9419, -1.9630, -0.4100], [1.1046, -1.4680, -0.1161], [1.2777, -0.2165, 0.1233], [0.2232, 0.6530, 0.5383], [0.5372, 2.1217, 0.6292], [-1.0306, 0.1946, 0.8031], [-1.3741, -1.1044, 0.8141], [2.2524, 0.2721, -0.0059], [-0.3065, 2.6696, 1.0255], [1.3944, 2.2947, 1.2847], [0.7860, 2.5251, -0.3580], [-1.8064, 0.8961, 1.0879], [-2.3407, -1.3754, 0.7991], [-0.6532, -1.7358, 0.4773], [-0.9570, -0.9998, -2.2099], [-0.7799, -1.6066, -2.9369], [-0.2689, -1.1575, -1.5456]], "atomic_forces_ev_per_a": [[0.064, 0.286, 0.037], [0.133, -0.530, -0.056], [0.159, 0.075, -0.031], [-0.133, 0.428, 0.067], [0.285, -0.198, -0.196], [0.127, -0.181, 0.197], [-0.131, 0.018, 0.046], [-0.006, -0.149, 0.011], [-0.174, 0.214, 0.070], [-0.030, 0.103, 0.005], [-0.039, 0.106, 0.122], [-0.036, 0.024, -0.057], [0.066, 0.048, 0.018], [-0.205, -0.176, 0.014], [-0.206, 0.035, -0.296], [0.073, 0.074, 0.175], [0.053, -0.177, -0.126]], "lowdin_charge": [0.0612, 0.0287, -0.2038, -0.3080, -0.0801, -0.1402, 0.1008, 0.1217, 0.0663, 0.0737, 0.0780, 0.1247, 0.1026, 0.0502, -0.0789, 0.0327, -0.0295]}

---

# 5
{"formula": "C4H10N2O", "method": "ωB97M-V with the def2-TZVPD basis set", "max_force_ev_per_a": 3.851, "lumo_ev": 1.0, "de_lowest_ev": 4.004, "multiplicity": 1, "smiles": "CCN(CC)N=O", "species": ["C", "C", "N", "C", "C", "N", "O", "H", "H", "H", "H", "H", "H", "H", "H", "H", "H"], "coordinates": [[2.0232, -0.5322, 0.5883], [1.3096, -0.1635, -0.7259], [0.0258, 0.4027, -0.5452], [-1.0738, -0.5106, -0.3156], [-2.3900, 0.1733, 0.2404], [-0.1649, 1.6209, 0.0157], [0.7621, 2.4148, -0.0409], [2.3332, 0.4348, 1.0008], [1.3819, -0.9742, 1.4197], [2.8888, -1.2877, 0.4242], [1.0651, -1.0906, -1.3247], [1.9728, 0.5461, -1.2765], [-1.3415, -0.9666, -1.2837], [-0.7688, -1.1357, 0.4955], [-2.0484, 0.6044, 1.2611], [-2.8217, 0.9814, -0.3281], [-3.1534, -0.5171, 0.3949]], "atomic_forces_ev_per_a": [[0.320, -0.888, 0.933], [1.027, -1.527, -0.980], [-1.115, 2.208, 1.240], [-2.253, 1.313, -0.340], [3.129, 1.494, 1.675], [0.352, 0.396, -0.853], [-0.170, -1.150, 0.083], [0.591, -0.433, 0.077], [0.400, 0.322, -1.362], [-1.305, 1.619, 0.205], [0.832, 0.967, 0.307], [-0.645, -0.699, 0.148], [0.477, -0.466, 0.596], [0.117, -1.323, -0.010], [-1.046, -0.565, -1.590], [0.333, 0.309, -0.417], [-1.048, -1.577, 0.285]], "lowdin_charge": [-0.0934, -0.2456, -0.1892, -0.1986, -0.0830, -0.0533, -0.0463, 0.0585, 0.0825, 0.1018, 0.1295, 0.1245, 0.1234, 0.0959, 0.0981, 0.0598, 0.0353]}

---

# 6
{"formula": "C4H10N2O", "method": "ωB97M-V with the def2-TZVPD basis set", "max_force_ev_per_a": 6.399, "lumo_ev": [-1.2, -1.2], "de_lowest_ev": 5.477, "multiplicity": 1, "species": ["C", "C", "C", "C", "N", "O", "N", "H", "H", "H", "H", "H", "H", "H", "H", "H", "H"], "coordinates": [[-1.4208, -1.0712, 0.1498], [1.3315, -0.1897, 0.3661], [-0.3250, 1.5015, -0.7081], [-0.1345, 0.3459, 0.5568], [1.5923, -0.9257, -0.8330], [-1.4970, -0.7622, -1.0892], [-0.5391, 0.8743, 1.6513], [-0.7280, 0.2059, 2.3983], [1.0116, -1.7524, -0.9111], [1.4360, -0.3722, -1.6658], [-2.3006, -0.8775, 0.7891], [-0.9070, -2.0066, 0.4349], [2.0072, 0.6659, 0.4248], [1.5167, -0.8380, 1.2276], [-0.2447, 1.0611, -1.6968], [-1.2986, 1.9658, -0.6021], [0.5000, 2.1751, -0.4925]], "atomic_forces_ev_per_a": [[-2.276, -1.104, -3.534], [-0.937, -2.135, 0.301], [0.401, -1.988, 1.948], [2.224, 5.489, -2.425], [0.204, -0.074, -0.214], [0.256, -0.974, 2.965], [-2.194, -0.831, 0.046], [1.190, -0.022, 0.504], [0.063, 0.095, 0.010], [-0.012, 0.007, 0.081], [0.477, 0.442, 0.048], [0.703, 0.462, 0.178], [-0.466, 0.125, 0.049], [0.293, 0.026, 0.008], [0.142, 0.031, 0.050], [0.055, 0.101, 0.138], [-0.120, 0.352, -0.153]], "lowdin_charge": [-0.1935, -0.2330, -0.0284, -0.4629, 0.0195, -0.0716, 0.1440, 0.0688, 0.0681, 0.0706, 0.1045, 0.1102, 0.1226, 0.1130, 0.0438, 0.0637, 0.0605]}

---

What did the fourth record say?
{"formula": "C4H10N2O", "method": "ωB97M-V with the def2-TZVPD basis set", "max_force_ev_per_a": 0.549, "lumo_ev": 1.0, "de_lowest_ev": 1.538, "multiplicity": 1, "smiles": "[H]/N=C/C(C)=C\\N.O", "species": ["H", "N", "C", "C", "C", "C", "N", "H", "H", "H", "H", "H", "H", "H", "O", "H", "H"], "coordinates": [[1.9419, -1.9630, -0.4100], [1.1046, -1.4680, -0.1161], [1.2777, -0.2165, 0.1233], [0.2232, 0.6530, 0.5383], [0.5372, 2.1217, 0.6292], [-1.0306, 0.1946, 0.8031], [-1.3741, -1.1044, 0.8141], [2.2524, 0.2721, -0.0059], [-0.3065, 2.6696, 1.0255], [1.3944, 2.2947, 1.2847], [0.7860, 2.5251, -0.3580], [-1.8064, 0.8961, 1.0879], [-2.3407, -1.3754, 0.7991], [-0.6532, -1.7358, 0.4773], [-0.9570, -0.9998, -2.2099], [-0.7799, -1.6066, -2.9369], [-0.2689, -1.1575, -1.5456]], "atomic_forces_ev_per_a": [[0.064, 0.286, 0.037], [0.133, -0.530, -0.056], [0.159, 0.075, -0.031], [-0.133, 0.428, 0.067], [0.285, -0.198, -0.196], [0.127, -0.181, 0.197], [-0.131, 0.018, 0.046], [-0.006, -0.149, 0.011], [-0.174, 0.214, 0.070], [-0.030, 0.103, 0.005], [-0.039, 0.106, 0.122], [-0.036, 0.024, -0.057], [0.066, 0.048, 0.018], [-0.205, -0.176, 0.014], [-0.206, 0.035, -0.296], [0.073, 0.074, 0.175], [0.053, -0.177, -0.126]], "lowdin_charge": [0.0612, 0.0287, -0.2038, -0.3080, -0.0801, -0.1402, 0.1008, 0.1217, 0.0663, 0.0737, 0.0780, 0.1247, 0.1026, 0.0502, -0.0789, 0.0327, -0.0295]}

---

What did the second record say?
{"formula": "C4H10N2O", "method": "ωB97M-V with the def2-TZVPD basis set", "max_force_ev_per_a": 3.778, "lumo_ev": 0.9, "de_lowest_ev": 7.111, "multiplicity": 1, "species": ["C", "C", "N", "C", "N", "C", "O", "H", "H", "H", "H", "H", "H", "H", "H", "H", "H"], "coordinates": [[-1.9124, 0.2351, 0.8372], [1.0870, 1.4313, 0.4160], [-0.4861, -0.2747, -0.3749], [0.8718, 0.0514, -0.1290], [-0.8380, -1.4613, -1.0444], [1.8651, -0.8140, -0.3535], [-1.3521, 0.8093, -0.7489], [-0.3094, -2.2368, -0.6554], [-0.6015, -1.3468, -2.0307], [-2.5428, -0.6138, 0.5957], [-1.2945, 0.0668, 1.7222], [-2.4853, 1.1474, 0.9772], [0.5177, 1.5903, 1.3342], [0.7407, 2.1691, -0.3084], [2.1432, 1.5910, 0.6303], [2.8770, -0.5517, -0.0833], [1.7195, -1.7927, -0.7843]], "atomic_forces_ev_per_a": [[-1.639, 2.279, -1.322], [-0.047, -0.011, -0.011], [2.079, -1.033, -0.447], [-0.589, -0.005, -0.857], [0.022, 0.562, -0.388], [0.108, -0.048, 0.100], [-0.184, -1.802, 3.315], [-0.059, 0.238, 0.023], [0.128, -0.236, -0.039], [0.220, 0.059, -0.116], [0.511, 0.080, -0.622], [-0.484, -0.087, 0.359], [0.003, 0.002, -0.028], [0.050, -0.003, 0.061], [-0.068, -0.037, -0.035], [-0.012, 0.033, 0.056], [-0.039, 0.008, -0.049]], "lowdin_charge": [0.0553, -0.0398, -0.3602, -0.3537, 0.0814, 0.0344, -0.1251, 0.0819, 0.0947, 0.0717, 0.0763, 0.0614, 0.0754, 0.0835, 0.0789, 0.0497, 0.0340]}